[1]
30
Properties=species:S:1:pos:R:3 method="wB97M-V/def2-TZVPD" orbital_gap_ev=9.06 smiles=CSc1ncc(F)c(N(CCO)CCO)n1 fmax_ev_per_a=0.67
C -4.47830 -0.53563 0.39464
S -3.19117 0.68523 -0.00287
C -1.76537 -0.31503 -0.08644
N -1.87425 -1.61597 0.12746
C -0.73745 -2.29895 0.06230
C 0.46496 -1.70617 -0.22946
F 1.57211 -2.50165 -0.25917
C 0.50767 -0.30757 -0.46068
N 1.57698 0.43076 -0.81352
C 2.93356 -0.06504 -0.80788
C 3.60292 0.09090 0.57141
O 2.88274 -0.54025 1.59480
C 1.39373 1.86533 -0.94602
C 1.06560 2.57937 0.38703
O -0.24305 3.06860 0.42578
N -0.65577 0.35008 -0.36087
H -3.97453 -1.47406 0.60115
H -5.14424 -0.63053 -0.45715
H -5.02385 -0.17930 1.26210
H -0.79802 -3.36198 0.24950
H 2.95052 -1.11200 -1.10948
H 3.51006 0.50040 -1.54434
H 3.64272 1.14676 0.84892
H 4.62965 -0.29677 0.50876
H 2.83721 -1.48638 1.41069
H 2.30430 2.27118 -1.38553
H 0.56091 2.04619 -1.63202
H 1.70946 3.45326 0.51470
H 1.25040 1.88607 1.22053
H -0.83828 2.32228 0.25153

=====

[2]
187
Properties=species:S:1:pos:R:3 method="wB97M-V/def2-TZVPD" orbital_gap_ev=2.80 fmax_ev_per_a=4.28 total_charge=+1
In -3.92593 -2.61222 2.35526
C -6.13870 -3.13306 -2.23674
C -5.46531 -2.94107 -0.85999
O -4.60007 -3.74626 -0.47340
O -5.80432 -2.05500 -0.06563
H -7.03062 -3.75938 -2.21881
H -5.45678 -3.48028 -3.01295
H -6.41974 -2.11500 -2.50630
C -0.12063 -0.45800 -0.29336
C -1.31131 -1.02223 0.51940
O -1.23213 -2.19684 0.88868
O -2.36887 -0.39815 0.75358
H 0.77256 -0.27813 0.30493
H -0.49902 0.39642 -0.85451
H 0.18127 -1.22266 -1.00907
C 5.00181 4.87103 -1.41190
C 4.31231 3.54001 -1.47118
O 4.27514 3.03624 -0.19849
C 3.36700 1.97143 -0.03580
C 3.45968 1.59778 1.45037
H 4.54612 5.40703 -0.57933
H 6.06510 4.74246 -1.20950
H 4.87791 5.51368 -2.28354
H 3.32130 3.66230 -1.90828
H 4.85552 2.85636 -2.12359
H 2.35887 2.25741 -0.33577
H 3.77576 1.15624 -0.63285
H 3.00958 2.26716 2.18347
H 4.50078 1.49929 1.75780
H 2.94665 0.63669 1.48522
C -1.41662 -0.21760 -5.12219
C -2.79334 -0.94459 -5.06880
O -2.91634 -2.21441 -4.50838
C -2.39176 -2.41132 -3.22033
C -2.07203 -3.91605 -3.14447
H -0.66831 -0.78213 -5.67845
H -1.57316 0.71524 -5.66387
H -1.17730 -0.01008 -4.07923
H -3.56411 -0.31134 -4.62949
H -3.10946 -1.13446 -6.09454
H -1.46898 -1.86906 -3.01410
H -3.11884 -2.06365 -2.48644
H -1.52981 -4.12228 -2.22166
H -1.35850 -4.24181 -3.90134
H -2.97372 -4.52363 -3.22137
C 1.55256 -3.02044 -4.54362
C 1.74392 -1.69557 -3.72573
O 2.51995 -0.95272 -4.64745
C 3.16235 0.18591 -4.15012
C 2.13570 1.28396 -3.92381
H 0.87330 -3.65120 -3.97017
H 1.08087 -2.87529 -5.51550
H 2.48196 -3.58785 -4.59228
H 0.77047 -1.24332 -3.53605
H 2.21003 -1.88984 -2.75975
H 3.70621 -0.01117 -3.22627
H 3.81493 0.57809 -4.93014
H 2.58723 2.23228 -3.63246
H 1.40694 0.97781 -3.17328
H 1.66211 1.53099 -4.87396
C -0.75635 4.54117 -5.86552
C 0.43751 4.65189 -4.92630
O 0.24268 5.79815 -4.11152
C 1.36978 6.20413 -3.41928
C 0.98749 7.35304 -2.53787
H -0.88685 5.41332 -6.50616
H -0.63506 3.71648 -6.56784
H -1.65285 4.24899 -5.31869
H 0.54020 3.68366 -4.43632
H 1.32792 4.73324 -5.54971
H 1.67999 5.43458 -2.71242
H 2.15295 6.45237 -4.13561
H 0.90738 8.30668 -3.05964
H 1.70539 7.46022 -1.72470
H 0.09265 7.09463 -1.97165
O -2.36974 -0.27862 3.83046
C -1.50263 0.41255 4.33973
O -1.27707 0.32364 5.68366
C -2.02231 -0.53228 6.53534
C -1.23684 -0.51562 7.87430
C -0.54022 1.32109 3.58326
H -2.12740 -1.53976 6.13280
H -3.05290 -0.22353 6.71042
H -1.64412 -1.28648 8.52852
H -1.25106 0.46604 8.34782
H -0.20290 -0.80709 7.68964
H -1.12331 1.72550 2.75588
H 0.26281 0.71970 3.15716
H -0.23849 2.12339 4.25659
O -4.00795 2.22095 -3.06077
C -4.74903 2.00479 -2.12750
O -5.59203 2.90153 -1.62597
C -5.64313 4.15678 -2.19168
C -6.71947 4.95481 -1.55324
C -4.90422 0.62386 -1.54200
H -5.80057 4.03978 -3.26389
H -4.70313 4.69601 -2.07455
H -6.54681 5.01090 -0.47847
H -7.65479 4.39751 -1.60509
H -6.80507 5.96310 -1.95833
H -5.44176 0.70246 -0.59703
H -3.93861 0.19808 -1.26923
H -5.57830 -0.01064 -2.11743
O -1.24089 -3.42596 3.57764
C -0.13238 -3.43677 3.98905
O 0.38942 -3.96749 5.11516
C -0.52505 -4.48603 6.04338
C -0.02974 -5.76373 6.59565
C 0.85934 -2.61230 3.22756
H -1.54717 -4.60760 5.68479
H -0.58102 -3.76364 6.85771
H -0.69745 -6.14367 7.36890
H 0.99953 -5.71149 6.95056
H 0.01384 -6.49578 5.78924
H 1.76147 -2.60155 3.83924
H 0.47550 -1.60438 3.06991
H 0.99505 -3.14388 2.28570
O -5.04806 0.21193 2.81067
C -5.46889 1.26601 3.27880
O -5.24259 2.50201 2.89681
C -4.31718 2.75327 1.82213
C -4.15186 4.24613 1.63192
C -6.25675 1.26366 4.55091
H -4.84091 2.41124 0.92948
H -3.42391 2.13620 1.91909
H -3.84671 4.50730 0.61862
H -3.44436 4.65778 2.35169
H -5.11682 4.71266 1.83021
H -6.08967 0.29001 5.01152
H -7.32549 1.42601 4.41116
H -5.89579 2.03166 5.23500
O -2.84084 -5.38805 1.79924
C -1.87554 -6.13424 1.54379
O -1.44185 -7.13159 2.27096
C -2.16525 -7.37489 3.49069
C -1.93834 -8.81135 3.90545
C -1.11946 -5.96977 0.25329
H -3.24703 -7.26342 3.41710
H -1.81142 -6.67035 4.24337
H -2.13375 -9.59629 3.17485
H -2.47196 -9.00862 4.83520
H -0.88584 -8.96694 4.14240
H -0.58402 -5.02053 0.27175
H -1.88630 -5.90520 -0.51865
H -0.40433 -6.77281 0.07494
O 2.78982 -2.20892 -0.34171
C 2.70090 -3.37851 -0.00455
O 3.22800 -3.89632 1.11564
C 4.08653 -3.11317 1.95587
C 5.46649 -3.67245 1.67917
C 1.85042 -4.38838 -0.78096
H 3.81076 -3.18446 3.00800
H 4.27715 -2.07384 1.68834
H 5.56347 -4.75281 1.78647
H 6.19830 -3.10878 2.25782
H 5.67736 -3.58668 0.61321
H 0.79121 -4.13344 -0.81545
H 1.87576 -5.37840 -0.32562
H 2.27793 -4.60919 -1.75901
O 9.30779 -0.12739 -1.77585
C 9.45188 0.73481 -0.88393
O 8.53394 1.37854 -0.20714
C 7.17112 1.12086 -0.55423
C 6.66186 -0.10198 0.19693
C 10.87726 1.05254 -0.35141
H 7.08206 1.00754 -1.63466
H 6.56393 1.99518 -0.31972
H 7.29704 -0.97114 0.02598
H 5.66394 -0.43667 -0.08635
H 6.67946 0.14433 1.25859
H 11.11735 2.08615 -0.60061
H 11.61399 0.41594 -0.84138
H 11.03835 0.90463 0.71643
O 0.63535 4.09016 2.11887
C 0.81252 4.66815 1.03307
O 0.17829 4.53430 -0.14536
C -0.85623 3.58819 -0.31269
C -0.78880 3.24905 -1.82946
C 1.71296 5.93249 0.95958
H -1.80933 4.04182 -0.04084
H -0.67514 2.70826 0.30459
H -1.29677 2.30673 -2.03462
H 0.23418 3.00105 -2.11250
H -1.08814 4.09854 -2.44335
H 1.47629 6.55543 1.82215
H 1.66842 6.56213 0.07095
H 2.74483 5.63946 1.15317

=====

[3]
20
Properties=species:S:1:pos:R:3 method="wB97M-V/def2-TZVPD" orbital_gap_ev=7.97 de_lowest_ev=3.6945 fmax_ev_per_a=4.08
C 0.76355 1.34323 -0.26893
C -1.31072 -0.69666 -1.48488
C -0.49917 1.10435 1.87064
C 1.24363 -0.43999 0.07842
C -0.93181 -0.42253 -0.06429
C -0.37024 0.76769 0.41495
N 1.64402 -1.01749 -1.13365
O -1.53898 -1.29245 0.81712
O 1.66755 -0.81818 1.15160
H -0.93405 -1.46528 1.55489
H 2.61590 -1.29375 -1.08030
H 1.42826 -0.50627 -1.97382
H 0.72849 1.43453 -1.34827
H 1.30533 2.10855 0.27322
H -0.79326 -1.58316 -1.85831
H -2.38264 -0.90318 -1.52500
H -1.10203 0.14572 -2.14493
H -0.36644 2.17385 2.02033
H -1.45528 0.77322 2.27055
H 0.28789 0.58781 2.43064

=====

[4]
13
Properties=species:S:1:pos:R:3 method="wB97M-V/def2-TZVPD" orbital_gap_ev=10.12 smiles="C/N=C(/O)OC" de_lowest_ev=1.5039 fmax_ev_per_a=0.40
C 1.31953 -1.34483 1.21374
N 0.02018 -1.32730 0.59229
C -0.42458 -0.33729 -0.05004
O -1.65807 -0.43192 -0.59127
O 0.18364 0.83625 -0.27424
C -0.51064 1.82375 -1.04129
H 1.93319 -2.11599 0.73259
H 1.19758 -1.64117 2.26186
H 1.85921 -0.39077 1.17660
H -1.90830 -1.33070 -0.31832
H -0.73857 1.45707 -2.04602
H 0.16721 2.67640 -1.10450
H -1.44038 2.12649 -0.55140

=====

[5]
49
Properties=species:S:1:pos:R:3 method="wB97M-V/def2-TZVPD" orbital_gap_ev=9.71 de_lowest_ev=1.0054 fmax_ev_per_a=2.35 total_charge=-1
O -2.23893 -0.47760 2.54943
C -1.97216 -0.38966 1.38827
O -1.14451 0.45909 0.82373
B -0.94773 0.06272 -0.56720
O -2.09297 -0.80270 -0.87982
C -2.58202 -1.28099 0.25281
O -3.44043 -2.10750 0.36450
O 0.33300 -0.69537 -0.74217
C 1.12388 -0.01858 -1.55512
O 2.19403 -0.32974 -1.96539
C 0.39804 1.27979 -1.93361
O -0.80233 1.23975 -1.44518
O 0.88418 2.13236 -2.64110
O 3.08434 1.64040 -4.41528
H 2.53652 2.06495 -5.08133
H 2.53446 1.70357 -3.61508
O -3.44152 -4.24799 2.98211
H -3.44000 -3.55594 2.30855
H -2.99516 -4.98965 2.56468
O 3.67489 3.79854 -1.20712
H 3.08411 3.98265 -1.94638
H 3.22380 4.15390 -0.43538
O 4.67249 1.35634 -2.05406
H 4.41611 1.33928 -2.98808
H 4.35139 2.21380 -1.72675
O -6.28085 -2.12862 0.72618
H -5.37113 -1.84868 0.54357
H -6.26425 -2.41606 1.64241
O 2.91288 -2.73295 -3.26196
H 3.58259 -2.81615 -2.57991
H 2.47173 -1.90753 -3.02247
O 1.09235 -1.79830 2.18554
H 1.09394 -1.25370 1.38612
H 0.44118 -2.48479 2.00595
O 5.34561 -0.84771 -2.14810
H 5.23826 -1.46388 -1.41893
H 4.89102 -0.03965 -1.85842
O -4.90399 0.30341 2.96999
H -4.79920 -0.61446 3.23067
H -4.01994 0.66986 3.06346
O -2.48263 0.46139 5.46134
H -2.81825 -0.35188 5.84848
H -1.77796 0.17571 4.86071
O -0.58511 4.40616 -3.48498
H -0.24564 3.58804 -3.08066
H 0.07450 5.07282 -3.27906
O 0.30152 0.22394 4.02971
H 0.43246 -0.42429 3.31320
H 0.25740 -0.30410 4.83212

=====

[6]
13
Properties=species:S:1:pos:R:3 method="wB97M-V/def2-TZVPD" orbital_gap_ev=8.57 de_lowest_ev=7.2126 fmax_ev_per_a=8.94
C 0.20394 1.10470 -0.10123
C -0.64674 0.04060 0.19293
C 0.77138 -1.47940 0.65482
C 0.30772 -0.04081 -1.01882
H -0.51466 2.54849 -1.37340
H 1.01412 1.42870 0.49002
H -1.86059 0.60608 0.42511
H -1.30017 -1.65358 1.76412
H 1.48368 -2.18376 1.13492
H 0.47564 -0.33650 -2.09537
N -0.44152 -1.14235 0.87414
N 1.30144 -0.85363 -0.44227
O -0.79424 1.96146 -0.50495

=====

[7]
19
Properties=species:S:1:pos:R:3 method="wB97M-V/def2-TZVPD" orbital_gap_ev=11.08 smiles=C[C@@H]1C[C@@H]1[C@@H](C)O de_lowest_ev=0.9812 fmax_ev_per_a=0.40
C -2.04355 -0.95450 0.08258
C -1.46864 0.44639 0.07913
C -0.70931 0.94949 -1.11820
C 0.00709 0.74472 0.18587
C 1.05664 -0.33089 0.33527
C 2.39623 0.10472 -0.23312
O 1.27171 -0.63248 1.70668
H -1.38071 -1.67445 -0.40927
H -2.99996 -0.97318 -0.45300
H -2.22898 -1.31158 1.10267
H -2.10431 1.17758 0.57482
H -0.51172 0.22566 -1.90831
H -0.87495 1.96319 -1.47284
H 0.26220 1.64706 0.74121
H 0.72799 -1.23699 -0.20036
H 2.31355 0.28878 -1.30924
H 3.14960 -0.67053 -0.06360
H 2.73232 1.02469 0.25709
H 0.40480 -0.78769 2.10262

=====

[8]
18
Properties=species:S:1:pos:R:3 method="wB97M-V/def2-TZVPD" orbital_gap_ev=11.23 smiles=O.O.O.O.O.O de_lowest_ev=1.5293 fmax_ev_per_a=0.62
O -0.67285 1.82957 -2.73470
H -1.06319 0.95254 -2.63631
H -0.42626 2.08087 -1.83916
O 0.69132 -0.47995 -0.32633
H 0.98191 0.39592 -0.05089
H -0.04345 -0.69677 0.27350
O -0.72755 -1.01683 3.82614
H -1.29637 -0.43892 4.34514
H -1.18424 -1.11557 2.98072
O 2.61702 2.23542 1.09377
H 2.72345 2.26780 0.13559
H 2.61018 3.15950 1.36745
O -1.88569 -0.58104 0.92486
H -2.75249 -0.19626 0.74939
H -2.03686 -1.53738 0.90963
O 0.44383 -2.26073 -2.91175
H 0.81898 -2.61395 -3.72562
H 1.20225 -1.98421 -2.38144